Entry 1:
{"formula": "C19H38InN3O7PS", "method": "ωB97M-V/def2-TZVPD", "charge": -1, "e_lumo_ev": 2.01, "relative_energy_kcal_mol": 160.3, "gap_ev": 5.22, "mol_weight_da": 598.4, "species": ["C", "In", "C", "C", "C", "C", "O", "C", "O", "C", "C", "S", "C", "N", "N", "C", "O", "P", "N", "O", "H", "H", "H", "H", "H", "H", "H", "H", "H", "H", "H", "H", "H", "H", "H", "H", "H", "H", "H", "H", "C", "C", "O", "C", "H", "H", "H", "H", "H", "H", "C", "C", "O", "C", "H", "H", "H", "H", "H", "H", "C", "C", "O", "C", "H", "H", "H", "H", "H", "H"], "positions_angstrom": [[2.959, -3.796, -0.560], [2.251, -1.656, -1.072], [0.142, -1.922, -1.893], [-0.495, -0.583, -2.591], [-0.445, 0.619, -1.479], [-1.650, 1.724, -1.589], [-2.553, 1.595, -0.428], [-1.996, 2.276, 0.767], [-2.110, 1.772, 2.001], [3.754, -0.873, -2.575], [3.391, 0.577, -3.243], [4.829, 1.768, -2.867], [4.391, 2.694, -1.283], [4.261, 2.205, 0.143], [3.865, 3.323, 0.911], [3.767, 4.573, 0.036], [4.107, 4.158, -1.334], [2.358, -0.380, 1.131], [1.488, 1.173, 1.070], [1.459, -1.352, 2.298], [2.457, -4.027, 0.495], [2.590, -4.569, -1.375], [4.130, -3.731, -0.472], [-0.641, -2.298, -1.079], [0.143, -2.774, -2.726], [-1.643, -0.816, -2.785], [-0.003, -0.273, -3.606], [-0.445, 0.091, -0.409], [0.607, 1.164, -1.629], [-2.197, 1.659, -2.621], [-1.135, 2.798, -1.507], [-1.387, 3.287, 0.663], [4.782, -0.730, -1.987], [3.916, -1.676, -3.434], [2.342, 1.013, -2.965], [3.400, 0.416, -4.426], [3.474, 5.671, 0.350], [0.473, 1.091, 1.300], [1.664, 1.715, 0.196], [0.996, -2.039, 1.701], [5.719, 3.585, 2.916], [7.014, 4.109, 3.476], [7.954, 4.407, 2.741], [7.115, 4.255, 4.971], [5.790, 3.533, 1.825], [5.527, 2.581, 3.302], [4.900, 4.258, 3.182], [6.985, 3.280, 5.449], [6.358, 4.958, 5.328], [8.105, 4.643, 5.232], [-6.727, -0.645, 1.828], [-5.421, -1.384, 1.706], [-5.356, -2.479, 1.150], [-4.197, -0.730, 2.290], [-7.523, -1.236, 1.362], [-6.973, -0.498, 2.883], [-6.659, 0.317, 1.315], [-4.331, -0.586, 3.365], [-4.017, 0.228, 1.797], [-3.328, -1.377, 2.128], [-7.651, -4.885, -2.863], [-6.356, -4.360, -2.303], [-5.416, -4.062, -3.039], [-6.255, -4.215, -0.808], [-7.579, -4.937, -3.955], [-7.843, -5.889, -2.477], [-8.470, -4.212, -2.598], [-6.385, -5.189, -0.331], [-7.012, -3.512, -0.451], [-5.265, -3.826, -0.548]], "mulliken_charge": [-0.9100, 0.4964, -0.8846, -0.4658, 0.8165, -0.7093, -0.2458, 0.1861, -0.4717, -0.9049, -0.0803, -0.1630, 0.2291, -0.1604, -0.2417, 0.0524, -0.3127, 0.1157, -0.5180, -0.5526, 0.1379, 0.1828, 0.1748, 0.1548, 0.2580, 0.2812, 0.2318, 0.0091, -0.4413, 0.3363, 0.2558, 0.2851, 0.3115, 0.2093, -0.0612, 0.3169, 0.3206, 0.2233, 0.2445, 0.2735, -0.8102, 0.7997, -0.5915, -1.1000, 0.1942, 0.3364, 0.2821, 0.3089, 0.3072, 0.3055, -1.0901, 0.7529, -0.5299, -0.7666, 0.2642, 0.3287, 0.3057, 0.3500, 0.0788, 0.2626, -1.0826, 0.8666, -0.5731, -0.8278, 0.3008, 0.3051, 0.3044, 0.3238, 0.1440, 0.2701]}

Entry 2:
{"formula": "C12H30FeN2O12S3", "method": "ωB97M-V/def2-TZVPD", "charge": -3, "e_lumo_ev": [6.97, 6.96], "relative_energy_kcal_mol": 0.0, "spin_multiplicity": 6, "gap_ev": [5.86, 5.83], "s_squared": 8.76, "mol_weight_da": 546.4, "species": ["Fe", "S", "O", "O", "O", "O", "S", "O", "O", "O", "O", "S", "O", "O", "O", "O", "C", "C", "N", "C", "C", "C", "C", "H", "H", "H", "H", "H", "H", "H", "H", "H", "H", "H", "H", "H", "H", "H", "C", "C", "N", "C", "C", "C", "C", "H", "H", "H", "H", "H", "H", "H", "H", "H", "H", "H", "H", "H", "H", "H"], "positions_angstrom": [[-0.071, -0.268, 0.117], [-1.965, 1.777, 1.817], [-1.708, 1.335, 3.193], [-0.944, 1.157, 0.960], [-3.270, 1.431, 1.413], [-1.824, 3.286, 1.717], [-0.372, -2.890, 0.527], [-1.161, -3.800, -0.283], [0.312, -3.593, 1.623], [0.473, -2.074, -0.280], [-1.059, -1.686, 0.906], [2.289, 0.323, -2.079], [3.646, 0.356, -1.598], [2.414, 1.510, -2.876], [2.049, -0.809, -2.927], [1.256, 0.340, -1.045], [-3.979, -0.527, -1.918], [-2.638, -0.756, -1.232], [-1.471, 0.007, -1.663], [-1.308, -0.361, -3.064], [-0.952, -1.811, -3.371], [-1.866, 1.440, -1.724], [-0.788, 2.421, -2.353], [-3.914, -0.543, -3.006], [-4.426, 0.464, -1.833], [-4.725, -1.252, -1.592], [-3.074, -0.479, -0.272], [-2.430, -1.824, -1.286], [-2.107, -0.182, -3.783], [-0.530, 0.154, -3.627], [-0.119, -2.143, -2.751], [-1.829, -2.428, -3.175], [-0.724, -1.876, -4.435], [-2.171, 2.012, -0.847], [-2.730, 1.516, -2.383], [-0.030, 2.638, -1.600], [-1.325, 3.336, -2.605], [-0.300, 1.979, -3.221], [3.735, -1.423, 2.532], [2.456, -1.255, 1.613], [1.590, -0.063, 1.590], [2.499, 1.171, 1.437], [1.789, 2.567, 1.215], [1.100, 0.151, 2.988], [0.129, -0.846, 3.617], [4.427, -2.202, 2.213], [3.502, -1.574, 3.587], [4.233, -0.458, 2.623], [2.823, -1.409, 0.599], [1.817, -2.092, 1.894], [3.065, 1.346, 2.352], [3.194, 1.015, 0.611], [1.165, 2.952, 2.021], [2.529, 3.367, 1.190], [1.121, 2.652, 0.358], [0.638, 1.138, 2.999], [1.867, 0.104, 3.761], [-0.094, -0.524, 4.635], [0.603, -1.828, 3.622], [-0.822, -0.968, 3.099]], "mulliken_charge": [0.6312, 1.6104, -0.7892, -0.3709, -0.7415, -0.9158, 1.6277, -0.7859, -0.8025, -0.6022, -0.6154, 1.4248, -0.8294, -0.8827, -0.8165, -0.3395, -1.9117, -0.3163, 2.0150, -0.8548, -1.7424, -0.8179, -1.2782, 0.3946, 0.3515, 0.4579, 0.1831, 0.1850, 0.5319, 0.2035, 0.1122, 0.3795, 0.5375, 0.2372, 0.5755, -0.0779, 0.5320, 0.3153, -1.6237, -0.6609, 1.4320, -1.0573, -1.1958, -0.6497, -1.7019, 0.3930, 0.3434, 0.3497, 0.4211, 0.2041, 0.5786, 0.6029, 0.3971, 0.5045, -0.1875, 0.4978, 0.5275, 0.5194, 0.4271, 0.0635]}

Entry 3:
{"formula": "C2H6N2O2S", "method": "ωB97M-V/def2-TZVPD", "charge": 0, "e_lumo_ev": 0.47, "relative_energy_kcal_mol": 49.5, "gap_ev": 9.62, "mol_weight_da": 122.1, "species": ["C", "C", "N", "N", "O", "O", "S", "H", "H", "H", "H", "H", "H"], "positions_angstrom": [[0.907, 0.528, -0.081], [-0.516, -1.375, 0.262], [1.338, 1.744, -0.425], [-0.259, -0.010, -0.171], [3.316, 0.727, 0.507], [2.549, -1.210, -0.840], [2.340, -0.458, 0.441], [0.353, -1.627, 0.937], [-0.342, -2.113, -0.576], [-1.487, -1.517, 0.855], [0.818, 2.355, -0.929], [2.590, 1.603, -0.017], [-0.910, 0.383, -0.877]], "mulliken_charge": [0.4877, -0.7761, -0.4848, -0.1773, -0.5564, -0.5693, 0.4057, 0.2842, 0.3298, 0.2877, 0.1170, 0.3864, 0.2656]}